Density functional theory data (the ωB97M-V functional and the def2-TZVPD basis) for a cluster of 5 separate species, C17H48N4O5 in total in a non-equilibrium geometry.

Geometry as XYZ:
```
74
Properties=species:S:1:pos:R:3:forces:R:3
C 2.438 -22.193 14.399 -0.51 -1.05 -0.82
O 1.160 -22.855 14.205 1.57 0.45 -0.41
C 0.148 -22.433 15.058 -0.35 -0.36 1.68
C 0.471 -22.736 16.565 0.48 -1.42 -0.51
C 0.820 -24.254 16.744 -0.14 0.39 0.19
N -0.617 -22.344 17.465 0.20 0.00 -0.29
H 2.964 -22.582 15.271 -0.28 0.49 0.45
H 2.349 -21.110 14.320 -0.08 0.07 0.51
H 3.091 -22.505 13.584 -0.31 -0.05 -0.32
H -0.098 -21.378 14.934 0.16 0.39 -0.03
H -0.743 -22.990 14.769 -0.05 -0.09 0.07
H 1.399 -22.240 16.850 0.13 0.46 -0.22
H 1.147 -24.503 17.753 -0.17 0.41 0.36
H 1.678 -24.565 16.148 -0.20 0.19 -0.43
H -0.022 -24.921 16.553 -0.11 0.17 -0.29
H -0.231 -22.358 18.398 -0.10 -0.31 0.33
H -0.809 -21.361 17.333 -0.26 0.29 -0.27
C -7.825 -18.677 14.648 0.15 -0.59 -0.10
O -7.122 -17.798 13.789 -0.43 0.46 -0.60
C -7.685 -17.585 12.477 -0.35 -0.03 0.06
C -8.936 -16.690 12.459 0.06 0.07 -0.51
C -9.524 -16.490 11.039 0.28 0.39 0.65
N -8.597 -15.395 13.049 -0.11 0.23 0.29
H -8.892 -18.491 14.768 -0.09 0.41 -0.19
H -7.370 -18.657 15.639 0.12 0.39 -0.10
H -7.722 -19.712 14.322 -0.02 -0.18 -0.31
H -6.965 -17.029 11.876 0.46 0.08 0.37
H -7.809 -18.507 11.909 -0.30 -0.50 0.35
H -9.762 -17.045 13.075 0.16 -0.53 0.11
H -9.864 -17.388 10.522 0.08 -0.14 0.31
H -8.814 -15.981 10.388 0.18 0.00 -0.03
H -10.368 -15.813 11.171 -0.09 -0.05 -0.19
H -7.964 -14.852 12.479 -0.01 0.00 -0.58
H -8.029 -15.600 13.858 -0.05 0.01 0.48
C -5.763 -12.925 23.540 0.21 -0.28 0.09
O -6.915 -13.715 23.566 -1.30 -0.69 1.57
C -7.433 -14.159 24.887 -0.08 0.64 -1.50
C -8.761 -14.898 24.556 -0.57 0.33 0.18
C -9.873 -13.976 23.923 1.68 -0.12 -0.79
N -9.371 -15.498 25.729 0.11 0.00 1.11
H -5.925 -11.871 23.765 -0.30 0.17 0.03
H -5.394 -13.025 22.519 0.24 0.19 0.08
H -5.013 -13.287 24.244 0.25 -0.15 0.03
H -6.687 -14.781 25.383 0.03 -0.56 -0.24
H -7.562 -13.341 25.596 -0.37 0.48 -0.28
H -8.444 -15.723 23.918 -0.19 0.30 -0.86
H -9.572 -13.744 22.901 -0.01 -0.11 -0.15
H -9.933 -12.988 24.380 -0.06 -0.24 0.53
H -10.859 -14.434 23.855 0.13 -0.17 0.32
H -8.902 -16.340 26.033 0.25 0.01 0.03
H -10.329 -15.772 25.566 -0.02 0.19 -0.17
C -5.677 -13.776 17.099 -0.91 0.36 -0.48
O -4.663 -14.179 16.227 1.16 -0.15 -0.37
C -3.789 -13.104 15.875 0.70 0.28 0.26
C -2.580 -13.579 15.036 -0.46 0.68 -1.54
C -1.570 -12.450 14.636 -0.43 -0.11 1.76
N -3.017 -14.203 13.788 -0.44 -0.71 0.15
H -6.398 -14.572 17.287 0.63 -0.54 0.23
H -6.327 -13.072 16.579 0.09 0.74 0.11
H -5.286 -13.349 18.022 -0.06 0.00 0.12
H -4.350 -12.303 15.394 -0.20 0.01 -0.53
H -3.353 -12.613 16.745 -0.13 -0.16 0.67
H -2.063 -14.338 15.623 0.12 0.02 0.02
H -1.786 -11.785 13.799 -0.57 -0.50 -0.20
H -0.563 -12.844 14.501 -0.16 -0.13 -0.04
H -1.560 -11.798 15.509 0.48 0.31 0.09
H -3.547 -13.540 13.240 0.23 0.56 -0.22
H -3.754 -14.840 14.053 -0.05 -0.71 -0.04
C -2.973 -17.576 19.366 0.96 -1.66 -0.93
O -2.612 -17.984 17.971 -0.63 0.84 1.94
H -2.471 -16.684 19.740 -0.20 0.32 -0.57
H -4.038 -17.601 19.598 -0.08 0.36 -0.50
H -2.553 -18.391 19.955 0.03 -0.03 0.05
H -3.138 -17.468 17.356 -0.08 0.18 -0.01
```
Forces are in eV/Å.

Summary:
- Relative energy (zero: lowest compared OMol25 entry of this formula, charge and spin): 49.52 kcal per mole
- SMILES string: COC[C@H](C)N.COC[C@H](C)N.COC[C@H](C)N.COC[C@H](C)N.CO
- Kohn-Sham gap: 9.6824 eV